{
  "formula": "C3H4LiO3Pb",
  "method": "the ωB97M-V functional and the def2-TZVPD basis",
  "species": ["H", "C", "C", "O", "C", "O", "Pb", "O", "H", "H", "H", "Li"],
  "positions_angstrom": [[-1.98015, -1.25345, 0.14370], [-1.09855, -0.66798, -0.18070], [0.09436, -1.15045, 0.61038], [1.42161, -0.87143, 0.20101], [1.89744, 0.01338, -0.77655], [1.92894, 1.29856, 0.03799], [0.25817, 1.20297, 1.19121], [-1.32803, 0.70758, 0.07576], [-0.97352, -0.82219, -1.27314], [0.04433, -2.19413, 0.93810], [2.34612, 1.97866, -0.49303], [-2.61071, 1.75849, -0.47472]],
  "forces_ev_per_angstrom": [[0.3464, 0.1698, -0.0386], [-0.0084, -1.4381, -1.0594], [-0.6243, 1.4824, 1.1704], [1.7139, -0.6765, -1.4826], [-0.5201, -1.6122, -0.8932], [2.4025, 0.6002, -1.1783], [-0.1357, 1.1046, 6.2519], [-3.3678, -0.1428, -2.9160], [-0.0511, 0.1082, 0.2278], [-0.0205, 0.4696, 0.0712], [0.0071, 0.1692, -0.1876], [0.2580, -0.2345, 0.0344]],
  "e_lumo_ha": [-0.060, -0.060],
  "multiplicity": 2,
  "relative_energy_kj_mol": 59.52,
  "orbital_gap_ev": [3.334, 4.239],
  "total_energy_ha": -542.552767
}

***

{
  "formula": "C3H4LiO3Rb",
  "method": "the ωB97M-V functional and the def2-TZVPD basis",
  "species": ["O", "C", "C", "O", "O", "C", "H", "H", "H", "Rb", "Li", "H"],
  "positions_angstrom": [[0.20545, -2.00779, -0.14706], [1.36237, -1.38255, 0.06211], [-0.76725, -1.02806, -0.64051], [2.43416, -1.90369, 0.24347], [1.10570, -0.08822, 0.10842], [-0.52655, 0.14074, 0.28989], [-1.75602, -1.45162, -0.43008], [-0.51935, -0.71583, -1.66986], [-1.56124, 0.38223, 0.59469], [1.65318, 2.69212, 1.77041], [-0.51769, 2.92999, -1.51279], [-1.11277, 2.43267, 1.33132]],
  "forces_ev_per_angstrom": [[0.1536, -1.7062, -1.1817], [-1.3910, -0.5352, 0.7406], [0.6462, 0.8947, 1.6536], [-0.1818, 0.3635, -0.2858], [-0.8114, 3.5707, 2.0170], [-0.0663, -2.6477, -5.2608], [0.1798, -0.0218, -0.7448], [-0.2125, -1.1125, 0.0555], [1.9762, 1.5787, 2.0732], [-0.4506, -0.5576, -0.0285], [-0.4297, -0.8949, 1.1567], [0.5877, 1.0683, -0.1949]],
  "e_lumo_ha": -0.049,
  "multiplicity": 1,
  "relative_energy_kj_mol": 668.38,
  "orbital_gap_ev": 4.002,
  "total_energy_ha": -373.758202
}

***

{
  "formula": "C3H4LiO3Sn",
  "method": "the ωB97M-V functional and the def2-TZVPD basis",
  "species": ["H", "O", "O", "C", "C", "H", "Li", "Sn", "O", "C", "H", "H"],
  "positions_angstrom": [[0.97957, 1.36331, -1.76767], [1.46693, -0.43296, -0.87158], [0.73272, -1.54175, 2.23240], [0.53480, 0.40610, -1.39157], [0.01164, -1.32595, 3.07885], [0.00541, -0.04689, -2.27381], [1.88095, -1.42401, 0.44988], [-2.28594, -0.45784, 1.44179], [-1.37575, -0.26423, -0.00691], [-0.59498, 0.81666, -0.40870], [-1.22579, 1.56417, -0.93136], [-0.12957, 1.34338, 0.44869]],
  "forces_ev_per_angstrom": [[-0.3052, -0.3662, 0.2643], [-0.2865, -0.3742, 1.1104], [-0.3278, 0.0583, 0.8014], [-0.4088, 0.0464, -0.5067], [0.7391, -0.2108, -0.5412], [0.2435, 0.2320, 0.4036], [0.2345, 0.3068, -0.8092], [-4.5915, -1.0534, 5.9175], [2.7323, -0.3263, -4.9838], [2.0526, 2.5013, -1.8474], [0.0931, -0.4378, 0.2475], [-0.1752, -0.3762, -0.0564]],
  "charge": 1,
  "e_lumo_ha": -0.225,
  "multiplicity": 1,
  "relative_energy_kj_mol": 170.89,
  "orbital_gap_ev": 5.330,
  "total_energy_ha": -563.947943
}